No. 1
Here is H26O13 as an isolated structure from the Open Molecules 2025 dataset. Energies are from wB97M-V/def2-TZVPD.

HOMO: -9.245 eV
energy above the lowest of the compared OMol25 structures with the same formula, charge and spin: 441.06 kcal/mol
frontier orbital gap: 8.10 eV
LUMO: -1.1453 eV

ORCA input file:
```
! wB97M-V def2-TZVPD RIJCOSX def2/J DEFGRID3
* xyz 0 1
O 15.611 -17.127 -19.851
H 15.351 -17.060 -18.933
H 16.447 -16.663 -19.899
O 18.563 -12.585 -20.358
H 19.275 -12.552 -19.719
H 18.045 -13.348 -20.102
O 17.736 -14.199 -21.995
H 17.292 -15.039 -21.876
H 17.972 -13.925 -21.108
O 18.861 -16.683 -20.041
H 18.178 -16.496 -19.398
H 18.564 -17.478 -20.484
O 16.303 -13.257 -18.566
H 16.234 -13.040 -19.496
H 17.210 -13.053 -18.339
O 20.141 -15.150 -19.551
H 19.883 -15.118 -20.472
H 20.243 -16.083 -19.363
O 17.711 -14.840 -16.833
H 17.303 -15.426 -17.470
H 17.926 -15.404 -16.090
O 19.236 -13.800 -17.621
H 18.596 -14.508 -17.545
H 18.746 -13.008 -17.400
O 20.519 -12.657 -19.044
H 20.417 -12.131 -18.251
H 19.917 -13.392 -18.924
O 15.444 -15.169 -21.437
H 15.582 -15.170 -20.490
H 16.138 -15.731 -21.781
O 17.883 -14.350 -19.723
H 18.516 -14.729 -19.113
H 17.128 -14.937 -19.681
O 15.655 -15.153 -18.595
H 15.784 -14.208 -18.516
H 14.704 -15.265 -18.613
O 17.478 -16.546 -18.460
H 18.205 -16.650 -17.846
H 16.764 -17.055 -18.075
*
```

No. 2
Here is a 8-piece molecular cluster, C44H96F6N5O4P overall from the Open Molecules 2025 dataset. Energies are from wB97M-V/def2-TZVPD.

HOMO (alpha / beta): -3.542 / -7.896 eV
expectation value of S²: 0.75
frontier orbital gap (alpha / beta): 1.77 / 6.09 eV
LUMO (alpha / beta): -1.7720 / -1.8011 eV

ORCA input file:
```
! wB97M-V def2-TZVPD RIJCOSX def2/J DEFGRID3
* xyz 1 2
C -17.936 13.340 -16.684
C -18.038 14.736 -16.139
O -19.054 14.990 -15.443
O -17.126 15.523 -16.342
H -18.422 13.389 -17.658
H -18.469 12.597 -16.091
H -16.936 12.910 -16.737
C -15.944 12.721 -14.078
C -15.800 12.818 -12.627
O -16.679 13.221 -11.835
O -14.714 12.592 -12.044
H -15.535 13.588 -14.597
H -17.004 12.628 -14.313
H -15.478 11.871 -14.575
C -16.235 10.301 -17.418
C -16.514 9.359 -16.150
C -15.260 8.537 -15.635
N -15.560 7.482 -14.480
C -16.173 8.299 -13.312
C -14.294 6.787 -13.900
C -13.926 5.582 -14.902
C -15.312 5.049 -15.208
C -16.272 6.228 -14.971
H -17.059 10.909 -17.789
H -15.838 9.718 -18.249
H -15.414 11.008 -17.295
H -17.336 8.652 -16.256
H -16.887 10.111 -15.455
H -14.428 9.161 -15.309
H -14.860 7.922 -16.441
H -16.469 7.634 -12.500
H -17.065 8.895 -13.506
H -15.427 8.974 -12.892
H -14.589 6.451 -12.906
H -13.555 7.578 -13.774
H -13.311 4.843 -14.388
H -13.300 5.732 -15.782
H -15.612 4.185 -14.615
H -15.295 4.666 -16.229
H -17.018 6.050 -14.196
H -16.850 6.470 -15.863
C -26.253 13.019 -13.392
C -24.814 13.228 -12.827
C -23.798 12.799 -13.905
N -22.276 12.972 -13.419
C -21.985 14.535 -13.295
C -21.897 12.306 -12.028
C -20.459 11.966 -12.240
C -20.036 12.094 -13.653
C -21.369 12.200 -14.377
H -27.012 13.340 -12.678
H -26.468 12.015 -13.758
H -26.325 13.753 -14.195
H -24.727 12.525 -11.999
H -24.699 14.235 -12.427
H -23.888 13.311 -14.864
H -23.970 11.739 -14.088
H -22.230 14.833 -14.314
H -20.917 14.638 -13.105
H -22.499 15.005 -12.456
H -22.078 12.855 -11.104
H -22.515 11.409 -11.983
H -19.931 12.688 -11.618
H -20.171 11.013 -11.795
H -19.550 13.040 -13.891
H -19.461 11.296 -14.122
H -21.367 12.777 -15.301
H -21.812 11.219 -14.552
C -12.711 12.897 -17.198
C -12.815 13.974 -18.239
C -14.182 14.688 -18.251
N -14.336 15.874 -19.285
C -13.987 15.363 -20.699
C -13.375 17.054 -18.978
C -14.297 17.848 -17.928
C -15.721 17.714 -18.453
C -15.784 16.420 -19.308
H -13.312 11.989 -17.256
H -12.710 13.273 -16.175
H -11.715 12.515 -17.426
H -12.416 13.605 -19.184
H -12.022 14.672 -17.971
H -14.430 15.015 -17.241
H -15.034 14.032 -18.430
H -14.238 16.225 -21.317
H -14.697 14.566 -20.918
H -12.935 15.100 -20.811
H -13.272 17.600 -19.916
H -12.390 16.737 -18.635
H -14.060 18.880 -17.669
H -14.203 17.318 -16.980
H -16.001 18.508 -19.144
H -16.504 17.689 -17.695
H -16.070 16.767 -20.301
H -16.517 15.746 -18.864
C -22.827 14.045 -18.248
C -21.832 15.144 -17.724
C -22.051 16.499 -18.398
N -20.819 17.461 -18.236
C -20.659 17.867 -16.700
C -19.511 17.012 -18.898
C -18.905 18.296 -19.504
C -20.071 19.020 -19.972
C -21.174 18.883 -18.876
H -22.760 14.030 -19.336
H -23.832 14.375 -17.987
H -22.782 13.031 -17.852
H -20.773 14.894 -17.791
H -22.124 15.146 -16.674
H -22.943 17.022 -18.052
H -22.132 16.383 -19.479
H -20.717 16.960 -16.098
H -21.498 18.534 -16.501
H -19.781 18.511 -16.647
H -18.803 16.508 -18.240
H -19.802 16.236 -19.607
H -18.335 18.885 -18.785
H -18.244 18.171 -20.362
H -19.892 20.088 -20.102
H -20.502 18.657 -20.904
H -21.054 19.684 -18.146
H -22.225 18.955 -19.157
C -12.740 15.338 -14.411
C -13.310 16.652 -13.739
C -14.832 16.707 -14.100
N -15.649 17.941 -13.659
C -14.945 19.183 -14.200
C -15.739 17.931 -12.046
C -16.932 17.007 -11.705
C -17.774 16.915 -12.966
C -17.159 17.968 -13.961
H -11.684 15.325 -14.143
H -12.961 15.309 -15.478
H -13.132 14.419 -13.976
H -12.670 17.502 -13.975
H -13.238 16.444 -12.671
H -15.338 15.826 -13.703
H -14.995 16.630 -15.175
H -15.193 19.217 -15.261
H -13.875 19.332 -14.048
H -15.396 20.055 -13.726
H -15.907 18.948 -11.690
H -14.744 17.597 -11.752
H -17.475 17.502 -10.900
H -16.518 16.031 -11.456
H -18.829 17.075 -12.744
H -17.810 15.942 -13.456
H -17.510 18.990 -13.817
H -17.327 17.691 -15.002
P -17.718 12.364 -20.915
F -16.508 12.128 -21.974
F -16.537 12.482 -19.729
F -17.586 14.012 -21.166
F -18.850 12.664 -19.857
F -18.869 12.320 -22.089
F -17.759 10.785 -20.623
*
```

No. 3
Here is a 6-piece molecular cluster, C16H45NO7 overall from the Open Molecules 2025 dataset. Energies are from wB97M-V/def2-TZVPD.

HOMO: -8.801 eV
energy above the lowest of the compared OMol25 structures with the same formula, charge and spin: 59.92 kcal/mol
frontier orbital gap: 9.29 eV
SMILES: COCCNCCOC.CCO.CCO.CCO.CCO.CCO
LUMO: 0.4894 eV

ORCA input file:
```
! wB97M-V def2-TZVPD RIJCOSX def2/J DEFGRID3
* xyz 0 1
C 0.758 2.505 2.490
O 1.755 3.406 2.087
C 1.973 3.436 0.670
C 3.345 4.008 0.310
N 4.423 3.046 0.525
C 4.746 2.842 1.943
C 5.866 1.863 2.037
O 5.646 0.647 1.410
C 6.608 -0.335 1.546
H 1.196 1.516 2.351
H -0.127 2.642 1.869
H 0.765 2.647 3.571
H 1.099 3.922 0.236
H 2.003 2.467 0.172
H 3.549 4.939 0.839
H 3.274 4.182 -0.764
H 3.928 2.193 0.307
H 3.971 2.458 2.606
H 4.978 3.830 2.340
H 6.315 1.758 3.024
H 6.717 2.256 1.481
H 6.298 -1.086 0.819
H 6.625 -0.761 2.549
H 7.534 0.103 1.174
C -3.114 -1.118 -5.625
C -3.721 -0.737 -4.327
O -3.661 -1.712 -3.347
H -2.030 -1.011 -5.580
H -3.464 -0.466 -6.425
H -3.508 -2.113 -5.829
H -4.776 -0.507 -4.478
H -3.323 0.160 -3.852
H -4.209 -2.419 -3.695
C -1.397 -1.540 -0.941
C -2.084 -0.566 -0.002
O -1.058 0.119 0.702
H -0.747 -2.300 -0.507
H -0.773 -1.099 -1.719
H -2.124 -2.175 -1.445
H -2.833 -0.981 0.672
H -2.723 -0.029 -0.703
H -0.598 -0.589 1.160
C -1.056 -2.371 3.868
C -0.895 -3.123 2.573
O -0.003 -2.342 1.819
H -1.090 -1.295 3.701
H -0.246 -2.639 4.547
H -1.968 -2.595 4.422
H -1.740 -3.262 1.899
H -0.510 -4.107 2.841
H 0.919 -2.561 1.972
C -4.300 2.527 1.733
C -4.647 2.341 3.317
O -4.699 3.582 3.975
H -3.397 3.037 1.401
H -5.291 2.888 1.457
H -4.366 1.486 1.417
H -3.967 1.667 3.839
H -5.659 1.966 3.470
H -4.027 4.129 3.561
C -0.009 -3.452 -5.424
C 0.272 -3.889 -3.970
O -0.838 -4.612 -3.530
H -0.909 -2.863 -5.600
H -0.068 -4.283 -6.126
H 0.861 -2.838 -5.655
H 0.311 -2.957 -3.407
H 1.204 -4.404 -3.738
H -0.983 -5.430 -4.011
*
```

No. 4
Here is a 2-piece molecular cluster, C5H9N2 overall from the Open Molecules 2025 dataset. Energies are from wB97M-V/def2-TZVPD.

HOMO (alpha / beta): -12.047 / -14.295 eV
expectation value of S²: 2.02
energy above the lowest of the compared OMol25 structures with the same formula, charge and spin: 73.85 kcal/mol
frontier orbital gap (alpha / beta): 6.73 / 4.56 eV
LUMO (alpha / beta): -5.3216 / -9.7394 eV

ORCA input file:
```
! wB97M-V def2-TZVPD RIJCOSX def2/J DEFGRID3
* xyz 1 3
C 0.950 -2.450 -1.596
C -0.615 1.386 -0.208
C -0.894 1.524 1.305
C 0.496 0.363 -0.115
C -0.631 0.122 1.693
N 0.198 -0.521 0.929
N 1.156 -1.265 -1.921
H 1.493 -3.225 -2.180
H 0.312 -2.854 -0.706
H -1.547 1.017 -0.727
H -0.248 2.322 -0.722
H 0.019 1.971 1.743
H -1.823 2.112 1.561
H 0.524 -0.708 -1.524
H 1.542 0.467 -0.135
H -0.929 -0.262 2.603
*
```

No. 5
Here is C22H15BrMgN4S6 as an isolated structure from the Open Molecules 2025 dataset. Energies are from wB97M-V/def2-TZVPD.

HOMO: -1.430 eV
energy above the lowest of the compared OMol25 structures with the same formula, charge and spin: 0.66 kcal/mol
frontier orbital gap: 5.41 eV
LUMO: 3.9833 eV

ORCA input file:
```
! wB97M-V def2-TZVPD RIJCOSX def2/J DEFGRID3
* xyz -2 1
Mg 1.209 -0.748 1.389
N 3.828 0.514 -1.889
C 2.840 0.503 -0.891
S 3.294 0.552 0.742
N 1.654 0.655 -1.514
N 0.632 0.516 -0.567
C -0.401 1.232 -0.816
C -0.444 2.260 -1.820
C -0.591 3.562 -1.337
C -0.675 4.640 -2.202
C -0.833 4.404 -3.555
C -0.737 3.121 -4.091
C -0.563 2.040 -3.165
C -1.643 0.884 -0.006
C -1.817 -0.433 0.405
C -2.777 -0.721 1.346
C -3.664 0.252 1.709
C -3.549 1.470 1.101
N -2.536 1.784 0.297
H 4.766 0.165 -1.621
H 3.547 0.230 -2.813
H -0.552 3.631 -0.288
H -0.693 5.686 -1.812
H -1.021 5.256 -4.202
H -0.808 2.907 -5.087
H -0.537 0.998 -3.550
H -1.307 -1.199 0.057
H -2.740 -1.753 1.769
H -4.483 0.078 2.482
H -4.125 2.296 1.355
S -3.960 0.258 6.673
C -2.676 -0.018 5.613
S -2.154 -1.500 5.007
C -0.928 -0.941 3.897
C -0.757 0.403 3.848
S 0.241 1.276 2.772
S -1.745 1.256 4.942
S -0.146 -2.242 2.914
Br 3.338 -6.409 -2.242
C 2.742 -4.821 -1.159
C 1.885 -3.990 -1.783
C 1.378 -2.905 -1.046
C 1.861 -2.521 0.223
C 2.792 -3.451 0.815
C 3.212 -4.581 0.171
H 1.695 -4.035 -2.889
H 0.788 -2.200 -1.613
H 3.152 -3.240 1.795
H 4.009 -5.119 0.637
*
```

No. 6
Here is one molecule with the formula C4H7N3 from the Open Molecules 2025 dataset. Energies are from wB97M-V/def2-TZVPD.

HOMO: -8.132 eV
energy above the lowest of the compared OMol25 structures with the same formula, charge and spin: 50.36 kcal/mol
frontier orbital gap: 8.99 eV
SMILES: C=C/N=C/NN=C
LUMO: 0.8618 eV

ORCA input file:
```
! wB97M-V def2-TZVPD RIJCOSX def2/J DEFGRID3
* xyz 0 1
C 3.522 -0.307 0.013
C 2.358 0.359 0.070
N 1.120 -0.309 -0.025
C 0.048 0.403 -0.014
N -1.142 -0.240 -0.072
N -2.320 0.427 -0.055
C -3.434 -0.229 0.067
H 3.519 -1.393 -0.052
H 4.480 0.179 -0.035
H 2.368 1.461 0.124
H 0.032 1.508 -0.027
H -1.061 -1.239 -0.087
H -4.387 0.316 0.069
H -3.518 -1.328 0.261
*
```

No. 7
Here is an isolated ion of composition C2H7N2 and charge +1 from the Open Molecules 2025 dataset. Energies are from wB97M-V/def2-TZVPD.

HOMO: -15.128 eV
energy above the lowest of the compared OMol25 structures with the same formula, charge and spin: 114.21 kcal/mol
frontier orbital gap: 6.44 eV
LUMO: -8.6917 eV

ORCA input file:
```
! wB97M-V def2-TZVPD RIJCOSX def2/J DEFGRID3
* xyz 1 1
C -1.682 0.179 -0.245
N -0.474 -0.529 -0.179
C 0.667 0.093 0.301
N 1.850 -0.512 -0.269
H 2.708 -0.244 0.191
H -1.980 0.605 0.735
H -1.563 1.075 -0.862
H 0.636 0.106 1.417
H 0.681 1.146 -0.082
H -2.535 -0.424 -0.555
H 1.692 -1.494 -0.451
*
```

No. 8
Here is one molecule with the formula C5H9NOS from the Open Molecules 2025 dataset. Energies are from wB97M-V/def2-TZVPD.

HOMO: -9.047 eV
energy above the lowest of the compared OMol25 structures with the same formula, charge and spin: 88.80 kcal/mol
frontier orbital gap: 9.75 eV
SMILES: NC[C@@]1(S)C=COC1
LUMO: 0.6980 eV

ORCA input file:
```
! wB97M-V def2-TZVPD RIJCOSX def2/J DEFGRID3
* xyz 0 1
N 1.480 -1.205 -1.092
C 0.219 -1.534 -0.203
C -0.419 -0.325 0.382
S -1.608 -0.948 1.559
C 0.590 0.740 1.008
C 0.060 1.937 0.596
O -1.038 1.852 -0.202
C -0.984 0.489 -0.679
H 2.039 -0.557 -0.601
H 1.169 -0.762 -2.016
H -0.332 -2.049 -0.949
H 0.521 -2.139 0.603
H -1.415 0.431 2.286
H 1.655 0.585 1.563
H 0.484 2.994 0.457
H -2.051 0.206 -1.048
H -0.372 0.285 -1.664
*
```